1.
Density functional theory data (ωB97M-V/def2-TZVPD) for a molecular structure, C16H14N2O2ReSbSe4.

- HOMO (spin up / spin down): -4.115 / -4.189 eV
- LUMO (spin up / spin down): 2.09 / 1.55 eV
- Expectation value of S²: 3.780

```
! RIJCOSX wB97M-V def2-TZVPD def2/J DEFGRID3
* xyz -1 4
Re -0.1755 0.2988 -0.4987
O 1.7903 0.7373 -0.6039
C 2.7384 -0.0549 -1.0199
C 3.8724 0.5241 -1.6296
C 4.9356 -0.2445 -2.0259
C 4.9469 -1.6367 -1.8378
C 3.8507 -2.2210 -1.2573
C 2.7345 -1.4640 -0.8522
C 1.6226 -2.2045 -0.3098
N 0.4624 -1.7318 -0.0384
C -0.6105 -2.6130 0.4328
C -1.9314 -2.1009 -0.1488
N -1.9408 -0.6732 0.1702
C -2.7760 -0.2136 1.0288
C -2.5726 1.0026 1.7783
C -3.6586 1.6028 2.4317
C -3.4767 2.6529 3.2983
C -2.1685 3.0882 3.5559
C -1.0826 2.4954 2.9580
C -1.2496 1.4456 2.0317
O -0.1924 0.8924 1.4897
H 3.8471 1.5938 -1.7882
H 5.7833 0.2332 -2.5032
H 5.7931 -2.2301 -2.1546
H 3.8235 -3.2960 -1.1115
H 1.7951 -3.2727 -0.1544
H -0.4131 -3.6486 0.1457
H -0.6572 -2.5466 1.5231
H -1.9612 -2.2202 -1.2307
H -2.7752 -2.6104 0.3229
H -3.6349 -0.8341 1.2918
H -4.6575 1.2305 2.2315
H -4.3212 3.1294 3.7766
H -2.0081 3.9111 4.2431
H -0.0735 2.8320 3.1541
Se -3.5188 1.5962 -4.1801
Sb -1.2072 1.7650 -3.5807
Se -0.3531 -0.5316 -2.8246
Se -1.0129 2.5166 -1.1416
Se 0.4332 2.8004 -4.9728
*
```

2.
Density functional theory data (ωB97M-V/def2-TZVPD) for a single C16H14N2O3 molecule.

- HOMO: -8.712 eV
- LUMO: 0.63 eV
- ΔE to the lowest compared entry with this formula, charge and spin: 129.44 kJ/mol

```
! RIJCOSX wB97M-V def2-TZVPD def2/J DEFGRID3
* xyz 0 1
O -1.6647 -0.7912 -3.7595
C -1.7008 -0.5499 -2.5815
O -0.9742 -1.2119 -1.6625
C -0.0216 -2.1487 -2.1417
H 0.4891 -1.7297 -3.0150
C 0.9635 -2.4057 -1.0081
O 1.6318 -1.1919 -0.7524
C 2.3528 -1.0603 0.3982
C 2.6650 -2.1006 1.2649
C 3.4063 -1.8430 2.4072
C 3.8415 -0.5634 2.6955
C 3.5342 0.4732 1.8274
C 2.7955 0.2309 0.6884
H 2.5452 1.0248 0.0022
H 3.8710 1.4767 2.0412
H 4.4178 -0.3733 3.5880
H 3.6440 -2.6584 3.0745
H 2.3457 -3.1105 1.0588
H 1.6716 -3.1909 -1.3062
H 0.4080 -2.7318 -0.1193
H -0.5229 -3.0779 -2.4340
C -2.4913 0.5005 -1.9257
N -3.5961 0.9926 -2.4500
N -4.0441 1.9355 -1.6285
C -3.2387 2.0998 -0.5430
C -3.3045 2.9629 0.5471
C -2.2929 2.8710 1.4751
C -1.2401 1.9562 1.3303
C -1.1698 1.0992 0.2581
C -2.1895 1.1621 -0.6933
H -0.3570 0.4015 0.1434
H -0.4664 1.9308 2.0834
H -2.3032 3.5219 2.3367
H -4.1106 3.6726 0.6526
H -4.8949 2.4265 -1.8526
*
```

3.
Density functional theory data (ωB97M-V/def2-TZVPD) for a molecular structure, C16H14N3OTc in a non-equilibrium geometry.

- HOMO (spin up / spin down): -18.871 / -18.844 eV
- LUMO (spin up / spin down): -11.89 / -14.96 eV
- Expectation value of S²: 0.803

```
! RIJCOSX wB97M-V def2-TZVPD def2/J DEFGRID3
* xyz 3 2
Tc 1.0708 0.5880 0.8103
C 1.8756 3.5929 -2.2685
C 1.0993 3.1439 -3.3226
C 0.3277 1.9950 -3.1645
C 0.3501 1.3268 -1.9398
N 1.0959 1.7994 -0.8937
C 1.8306 2.9001 -1.0508
C -0.3408 0.0777 -1.6736
C -1.2135 -0.5964 -2.5567
C -1.7689 -1.8029 -2.1699
C -1.4508 -2.3353 -0.9241
C -0.5710 -1.6339 -0.0724
N -0.0528 -0.4527 -0.4615
C -0.1138 -2.0738 1.2407
C -0.4459 -3.2909 1.8334
C 0.0945 -3.6032 3.0784
C 0.9542 -2.7109 3.6960
C 1.2298 -1.4924 3.0629
N 0.7118 -1.1916 1.8748
H 2.5035 4.4684 -2.3731
H 1.0916 3.6737 -4.2668
H -0.2778 1.6293 -3.9829
H 2.3887 3.2524 -0.1921
H -1.4588 -0.1774 -3.5239
H -2.4371 -2.3346 -2.8349
H -1.8865 -3.2754 -0.6112
H -1.1232 -3.9792 1.3464
H -0.1596 -4.5406 3.5568
H 1.4027 -2.9371 4.6544
H 1.8649 -0.7506 3.5311
C -1.3637 2.1649 1.9154
O -0.0919 1.5769 1.8355
H -1.4834 2.9454 1.1583
H -1.4927 2.6218 2.8978
H -2.1595 1.4220 1.7906
*
```

4.
Density functional theory data (ωB97M-V/def2-TZVPD) for a single C16H14N4O3S molecule in a non-equilibrium geometry.

- HOMO: -8.797 eV
- LUMO: -0.42 eV
- ΔE to the lowest compared entry with this formula, charge and spin: 158.29 kJ/mol

```
! RIJCOSX wB97M-V def2-TZVPD def2/J DEFGRID3
* xyz 0 1
C 2.8330 -1.0307 -1.7521
C 2.1706 0.0222 -0.9284
N 0.8602 0.1331 -1.0636
C 0.2148 1.0239 -0.3239
N -1.1422 1.0270 -0.4806
C -1.8470 1.7707 0.2827
N -1.3331 2.6545 1.1741
C 0.0459 2.8080 1.3839
O 0.4270 3.6416 2.1752
C 0.8541 1.8843 0.5996
C 2.2534 1.7838 0.7261
C 2.8945 0.8334 -0.0505
H 3.9649 0.7144 0.0239
C 3.0192 2.6536 1.6612
H 2.8731 3.7010 1.4024
H 4.0795 2.4159 1.6293
H 2.6492 2.5320 2.6777
H -1.9425 3.2405 1.7332
S -3.5891 1.5942 0.2507
C -3.7708 0.1541 -0.8739
C -2.7829 -0.9285 -0.5823
C -2.6353 -1.4199 0.7129
C -1.6341 -2.3214 1.0064
C -0.7782 -2.7374 -0.0073
C -0.9601 -2.3121 -1.3185
C -1.9723 -1.4224 -1.6017
H -2.0978 -1.0589 -2.6087
H -0.2883 -2.6600 -2.0864
N 0.3362 -3.5799 0.3157
O 0.3872 -4.0556 1.4314
O 1.1804 -3.7546 -0.5414
H -1.4804 -2.6848 2.0111
H -3.2803 -1.0565 1.4996
H -4.7987 -0.1723 -0.7065
H -3.6606 0.5233 -1.8920
H 3.9143 -0.9379 -1.7181
H 2.4875 -0.9631 -2.7807
H 2.5483 -2.0155 -1.3804
*
```

5.
Density functional theory data (ωB97M-V/def2-TZVPD) for a single C16H14N4S molecule in a non-equilibrium geometry.

- HOMO: -7.424 eV
- LUMO: -0.12 eV
- ΔE to the lowest compared entry with this formula, charge and spin: 334.27 kJ/mol

```
! RIJCOSX wB97M-V def2-TZVPD def2/J DEFGRID3
* xyz 0 1
N 0.6030 -0.0943 -0.7800
N 2.1376 -1.4950 -2.9348
S 2.2259 -3.6972 -1.4335
C -0.2132 0.4490 0.1742
C 1.6183 -2.0698 -1.8996
C -2.7168 -2.2187 1.1400
C 0.2343 4.2734 -0.2911
C -3.1884 -1.6536 2.3179
C -0.2894 4.7139 0.9319
C -1.7116 -1.5548 0.4308
C 0.3237 2.8987 -0.5688
C -2.7471 -0.4044 2.6766
C -0.6649 3.7405 1.9270
C -1.2164 -0.3107 0.8575
C -0.2304 1.9983 0.3579
C -1.7621 0.2385 2.0143
C -0.7543 2.3597 1.5953
N 0.9698 -1.4392 -0.8784
N -1.3251 1.4528 2.5413
C 3.0790 -2.4558 -3.6301
C 3.6580 -3.3770 -2.5737
H -3.0967 -3.2282 0.8367
H 0.3335 5.0798 -0.9745
H -4.0414 -1.9324 2.9088
H -0.4486 5.8029 1.2134
H -1.3441 -1.8868 -0.5227
H 0.5126 2.5767 -1.5765
H -3.3072 0.1591 3.4239
H -1.0004 4.0504 2.9083
H 1.1320 -1.8353 0.1101
H -1.7486 1.7276 3.4058
H 3.8844 -1.8107 -4.1828
H 2.5839 -3.1120 -4.3615
H 4.1459 -4.1229 -3.1200
H 4.3646 -2.8224 -2.0438
*
```

6.
Density functional theory data (ωB97M-V/def2-TZVPD) for a molecular structure, C16H14NO7S2 in a non-equilibrium geometry.

- HOMO: -4.290 eV
- LUMO: 2.72 eV
- ΔE to the lowest compared entry with this formula, charge and spin: 46.83 kJ/mol

```
! RIJCOSX wB97M-V def2-TZVPD def2/J DEFGRID3
* xyz -1 1
C -0.9614 -1.7356 -2.0339
N -2.2272 -1.3427 -2.4716
O -3.2481 -1.8930 -1.9370
O -2.3830 -0.4415 -3.3453
H -0.1435 -1.3422 -2.6442
H -1.0197 -2.8435 -1.7899
C -4.8991 0.8562 3.0801
O -3.8489 -0.0711 3.4457
C -2.9959 -0.3990 2.4413
C -2.9858 0.2182 1.1664
C -1.9289 -0.0503 0.2965
C -1.0304 -1.1020 0.5754
C 0.0065 -1.4482 -0.3867
C 1.1021 -0.5985 -0.5436
S 2.4707 -1.1482 -1.5290
O 3.0914 -2.2756 -0.8705
O 2.0860 -1.2051 -2.9270
C 3.4145 0.3481 -1.1986
C 2.7017 1.3935 -0.6326
C 3.2963 2.6130 -0.3554
C 4.6356 2.7950 -0.6702
C 5.3699 1.7495 -1.2448
C 4.7645 0.5203 -1.5161
S 0.9877 1.1263 -0.1693
O 0.1332 1.8265 -1.1020
O 0.8921 1.3691 1.2490
C -1.1513 -1.8141 1.7828
C -2.0634 -1.4219 2.7324
H -5.4649 0.9027 4.0090
H -4.4994 1.8527 2.8234
H -5.5437 0.4863 2.2582
H -3.7818 0.9047 0.8575
H -1.8606 0.5150 -0.6439
H 0.1538 -2.5007 -0.5491
H 2.6946 3.3984 0.0967
H 5.1087 3.7464 -0.4540
H 6.4266 1.8813 -1.4782
H 5.3074 -0.3047 -1.9812
H -0.4816 -2.6741 1.9513
H -2.1247 -1.8912 3.7085
*
```

7.
Density functional theory data (ωB97M-V/def2-TZVPD) for a molecular structure, C16H15BrSeTm in a non-equilibrium geometry.

- HOMO (spin up / spin down): -4.425 / -4.428 eV
- LUMO (spin up / spin down): 2.78 / 2.78 eV
- ΔE to the lowest compared entry with this formula, charge and spin: 0.00 kJ/mol
- Expectation value of S²: 2.002

```
! RIJCOSX wB97M-V def2-TZVPD def2/J DEFGRID3
* xyz -1 3
C 1.4872 -1.7741 1.5317
C 1.4686 -0.3558 1.5804
C 0.1132 0.0634 1.3600
H 2.3043 0.3212 1.7754
C -0.6804 -1.0815 1.0365
C 0.1809 -2.2386 1.1736
H -0.1024 -3.3162 1.1712
H 2.3305 -2.4257 1.8206
H -0.2391 1.0427 1.6170
H -1.7484 -1.0144 0.7963
Tm 0.7490 -0.5892 -0.7767
Br 3.0491 0.7741 -0.4230
C 1.3064 -1.6408 -3.7926
C 0.8620 -2.9038 -3.3197
C 1.9016 -3.4716 -2.5373
H -0.0878 -3.3726 -3.5479
C 2.9894 -2.5614 -2.5266
C 2.6001 -1.4037 -3.2495
H 3.1898 -0.5107 -3.3930
H 0.7695 -0.9886 -4.4697
H 1.8852 -4.4518 -2.0749
H 3.9493 -2.7271 -2.0539
Se -1.6624 1.1552 -1.2108
C -2.1700 2.1618 0.3221
C -3.2649 1.9087 1.2066
C -3.4384 2.6075 2.4130
C -2.5497 3.6076 2.8071
C -1.5880 4.0025 1.8785
C -1.4291 3.3273 0.6722
H -3.9277 1.0654 1.0458
H -4.2111 2.3244 3.1268
H -2.5594 4.0365 3.8158
H -0.8978 4.7976 2.1600
H -0.5795 3.6318 0.0651
*
```

8.
Density functional theory data (ωB97M-V/def2-TZVPD) for a molecular structure, C16H15Cl3N3O2Y in a non-equilibrium geometry.

- HOMO: -13.794 eV
- LUMO: -6.64 eV
- ΔE to the lowest compared entry with this formula, charge and spin: 86.88 kJ/mol

```
! RIJCOSX wB97M-V def2-TZVPD def2/J DEFGRID3
* xyz 2 1
Y -0.4525 0.7066 0.2083
C -1.2479 3.1577 0.2897
C -0.5682 3.0976 -0.9356
C -1.1851 2.5027 -2.0450
C -2.4518 1.9423 -1.9213
C -3.1072 1.9560 -0.6886
C -2.5118 2.5661 0.4144
H -0.8409 3.7317 1.1119
H 0.3614 3.6403 -1.0609
H -0.7048 2.5455 -3.0139
H -2.9547 1.5465 -2.7938
H -4.1111 1.5605 -0.6085
H -3.0518 2.6522 1.3478
Cl 2.5116 -1.4307 6.4994
C 1.6267 -0.7219 5.2166
C 1.6822 -1.2929 3.9508
C 0.9546 -0.6947 2.9489
Cl 0.9633 -1.3152 1.2997
C 0.1670 0.4430 3.1223
O -0.5103 0.9607 2.0964
C 0.1437 0.9935 4.4104
Cl -0.8024 2.4010 4.6635
C 0.8631 0.4178 5.4412
H 2.2792 -2.1746 3.7635
H 0.8323 0.8558 6.4294
C 1.4576 -3.2809 -3.6835
N 0.7571 -2.2931 -2.8704
C -0.5902 -2.4595 -2.3563
C -0.7190 -1.2250 -1.5114
O -1.6433 -0.9010 -0.7436
N 0.3939 -0.4621 -1.6189
C 1.2637 -1.1530 -2.4192
N 2.4781 -0.7205 -2.6988
H 0.8523 -4.1809 -3.7389
H 2.4072 -3.5493 -3.2179
H 1.6288 -2.9145 -4.6959
H -0.7107 -3.3654 -1.7575
H -1.3380 -2.4802 -3.1541
H 2.7903 0.1769 -2.3688
H 3.0873 -1.2391 -3.3115
*
```

9.
Density functional theory data (ωB97M-V/def2-TZVPD) for a single C16H15ClN4O molecule.

- HOMO: -7.558 eV
- LUMO: 0.86 eV
- ΔE to the lowest compared entry with this formula, charge and spin: 254.53 kJ/mol

```
! RIJCOSX wB97M-V def2-TZVPD def2/J DEFGRID3
* xyz 0 1
C -4.3392 3.4658 2.6066
O -3.5159 2.3285 2.5930
C -2.9064 1.9876 1.4198
C -3.0156 2.6797 0.2192
C -2.3507 2.2473 -0.9118
C -1.5529 1.1032 -0.8969
C -1.4342 0.4088 0.3076
C -2.0996 0.8477 1.4340
Cl -1.9270 -0.0306 2.9104
H -0.8198 -0.4709 0.3909
N -0.9717 0.6651 -2.0735
H -0.8451 1.4087 -2.7451
C 0.1211 -0.2808 -2.0548
C 1.3162 0.2175 -1.3021
N 1.6107 1.5106 -1.2752
N 2.7256 1.5877 -0.5852
N 3.2001 0.4425 -0.1616
C 2.3300 -0.4703 -0.5868
C 2.5318 -1.8918 -0.3310
C 1.4797 -2.7427 -0.0063
C 1.7163 -4.0837 0.2337
C 3.0018 -4.5915 0.1536
C 4.0565 -3.7476 -0.1533
C 3.8254 -2.4064 -0.3906
H 4.6412 -1.7395 -0.6244
H 5.0628 -4.1368 -0.2057
H 3.1818 -5.6402 0.3382
H 0.8925 -4.7337 0.4900
H 0.4761 -2.3574 0.0922
H 3.1747 2.4675 -0.3826
H -0.2268 -1.2277 -1.6369
H 0.4099 -0.4714 -3.0943
H -2.4520 2.8079 -1.8294
H -3.6206 3.5701 0.1571
H -4.7195 3.5402 3.6242
H -3.7769 4.3739 2.3640
H -5.1805 3.3628 1.9129
*
```

10.
Density functional theory data (ωB97M-V/def2-TZVPD) for a molecular structure, C16H15CuN3O3 in a non-equilibrium geometry.

- HOMO (spin up / spin down): -15.561 / -15.560 eV
- LUMO (spin up / spin down): -7.70 / -9.81 eV
- Expectation value of S²: 0.753

```
! RIJCOSX wB97M-V def2-TZVPD def2/J DEFGRID3
* xyz 2 2
Cu -0.1976 -0.4149 0.5755
O 1.0129 0.6842 -2.1238
C 0.8887 1.7366 -2.7316
O -1.4050 1.2015 -1.1041
C -1.4609 1.9207 -2.1114
O -2.5914 2.4550 -2.6266
N -0.3792 2.3393 -2.9057
C -2.2808 3.2014 -3.8652
C -0.7745 3.3372 -3.9337
H -2.7951 4.1688 -3.8134
H -2.6561 2.6152 -4.7195
H -0.4585 4.3632 -3.6635
H -0.3907 3.0867 -4.9339
C 1.9615 2.5335 -3.3470
C 3.2009 2.0262 -3.4670
H 1.6846 3.5570 -3.6548
H 3.3919 0.9820 -3.1797
H 3.9940 2.6726 -3.8611
C -0.6264 -4.5953 0.4808
C -0.5429 -4.9610 1.8282
C -0.3032 -3.9793 2.7753
C -0.1680 -2.6638 2.3257
N -0.2780 -2.2889 1.0015
C -0.4826 -3.2646 0.0842
C 0.0838 -1.5462 3.1764
C 0.2234 -1.6347 4.5634
C 0.4663 -0.4629 5.2613
C 0.5692 0.7380 4.5506
C 0.4209 0.7699 3.1627
N 0.1567 -0.3630 2.4672
H -0.8097 -5.3390 -0.2764
H -0.6579 -5.9804 2.1591
H -0.2222 -4.1799 3.8433
H -0.5318 -2.9374 -0.9531
H 0.1300 -2.6110 5.0401
H 0.5688 -0.5121 6.3335
H 0.7598 1.6633 5.0689
H 0.4992 1.6818 2.5736
*
```

11.
Density functional theory data (ωB97M-V/def2-TZVPD) for a single C16H15F4N3O molecule in a non-equilibrium geometry.

- HOMO: -8.964 eV
- LUMO: 0.50 eV

```
! RIJCOSX wB97M-V def2-TZVPD def2/J DEFGRID3
* xyz 0 1
O -0.2492 -0.9559 0.7737
C -0.5282 -0.7506 -0.3838
N -1.7825 -0.7763 -0.8752
H -1.9568 -0.5127 -1.8321
C -2.9423 -0.9430 -0.0166
C -3.6268 0.3776 0.2250
C -4.8175 0.7057 -0.4088
C -5.4466 1.9218 -0.2195
C -4.8617 2.8507 0.6227
C -3.6672 2.5554 1.2598
C -3.0575 1.3296 1.0626
H -2.1275 1.0947 1.5580
H -3.2104 3.2817 1.9137
H -5.3399 3.8052 0.7790
H -6.3743 2.1250 -0.7306
F -5.3867 -0.1954 -1.2445
H -2.5725 -1.3507 0.9273
H -3.6294 -1.6539 -0.4818
C 0.5393 -0.4872 -1.4631
N 1.7889 -0.1114 -0.8721
C 2.6513 -0.8644 -0.1496
C 3.6716 -0.0113 0.2373
C 3.3141 1.2326 -0.2959
N 2.1714 1.1555 -0.9617
C 4.0608 2.5136 -0.1942
F 4.4972 2.9611 -1.3870
F 5.1532 2.3916 0.5795
F 3.3332 3.5113 0.3339
H 4.5428 -0.2336 0.8166
C 2.4795 -2.2962 0.0954
C 3.0373 -2.8969 1.3598
C 3.6884 -3.1983 0.0532
H 4.6424 -2.7425 -0.1615
H 3.5670 -4.1824 -0.3730
H 2.4578 -3.6681 1.8421
H 3.5412 -2.2353 2.0458
H 1.5449 -2.7061 -0.2613
H 0.2356 0.3473 -2.0985
H 0.6592 -1.3879 -2.0745
*
```

12.
Density functional theory data (ωB97M-V/def2-TZVPD) for a single C16H15N3O3S3 molecule in a non-equilibrium geometry.

- HOMO: -9.028 eV
- LUMO: -0.40 eV

```
! RIJCOSX wB97M-V def2-TZVPD def2/J DEFGRID3
* xyz 0 1
C -1.2442 1.7798 1.6693
C -1.3708 0.3836 1.1396
C -2.1276 0.1259 -0.0003
C -2.2685 -1.1644 -0.4797
C -1.6356 -2.2000 0.1798
C -0.8880 -1.9690 1.3182
C -0.7577 -0.6773 1.7974
H -0.1640 -0.4896 2.6793
H -0.4136 -2.8060 1.8057
S -1.8012 -3.8826 -0.4268
O -3.2007 -4.1744 -0.5904
O -1.0312 -4.7453 0.4315
C -1.0291 -3.9384 -2.0869
C 0.4347 -3.5492 -1.9774
C 0.5816 -2.0730 -1.8818
N -0.0274 -1.2495 -2.6604
N 0.1862 0.0293 -2.3821
C 0.9675 0.1930 -1.3654
N 1.2900 1.4200 -0.8614
C 1.9560 1.5517 0.3358
O 2.3690 0.5788 0.9360
C 2.1122 2.9167 0.8175
C 1.7713 4.1240 0.2575
C 2.0974 5.2114 1.0834
C 2.6754 4.8201 2.2549
S 2.8407 3.1236 2.3754
H 3.0154 5.4443 3.0574
H 1.9119 6.2373 0.8218
H 1.3139 4.2414 -0.7090
H 0.9094 2.2168 -1.3492
S 1.5563 -1.2839 -0.6524
H 0.8620 -4.0250 -1.0925
H 0.9790 -3.9036 -2.8582
H -1.1536 -4.9699 -2.4063
H -1.5830 -3.2715 -2.7395
H -2.8585 -1.3701 -1.3583
H -2.6076 0.9427 -0.5187
H -2.0741 1.9923 2.3435
H -1.2740 2.5103 0.8635
H -0.3197 1.9000 2.2292
*
```

| no. | E_tot (a.u.) |
| --- | --- |
| 1 | -10802.56144 |
| 2 | -953.33973 |
| 3 | -937.27769 |
| 4 | -1461.00926 |
| 5 | -1235.21821 |
| 6 | -1995.75284 |
| 7 | -6679.42240 |
| 8 | -2351.98064 |
| 9 | -1373.14078 |
| 10 | -2648.58726 |
| 11 | -1257.68143 |
| 12 | -2203.25680 |